# 1
4 unconnected molecules or ions with the total composition C5H20N2O3 at a distorted geometry. Source: OMol25; level of theory: ωB97M-V/def2-TZVPD.

```
30
Properties=species:S:1:pos:R:3:forces:R:3:mulliken_charge:R:1
H -2.957 0.454 -1.090 0.4 1.2 0.9 0.32
H 2.185 1.180 0.545 0.3 -0.1 -0.2 0.33
N -0.767 0.193 -0.327 -1.3 1.1 2.3 0.04
H 0.862 -3.025 1.409 1.0 0.2 -0.9 0.26
H 1.332 2.384 0.516 0.0 0.3 0.0 0.32
C 1.568 -2.492 2.060 -2.2 -0.6 1.5 -1.15
H -1.639 0.669 1.663 0.5 -1.5 -0.3 0.26
C 0.565 -1.459 2.721 0.5 -2.1 0.0 -0.66
H 0.949 -1.167 3.689 0.0 0.4 0.2 0.42
H -0.792 -0.183 -2.948 0.3 0.0 0.2 0.04
O -1.013 3.920 -1.569 -0.5 0.5 -0.1 -0.65
H -0.480 1.183 -0.286 -0.2 -0.5 -0.6 -0.01
H -0.355 -2.065 2.924 0.4 0.9 -0.2 0.28
H 0.696 -1.457 -3.929 -0.1 0.0 0.2 0.32
H 0.673 0.559 2.370 -0.3 0.6 -0.3 0.32
H 1.095 -0.163 -3.150 -0.1 -0.1 0.2 0.34
H -2.282 -1.030 -0.942 0.5 -0.4 -0.6 0.41
C 0.369 -0.284 1.749 2.4 -0.6 1.0 -0.31
H -0.086 3.960 -1.330 0.1 -0.4 0.0 0.33
H -1.342 3.022 -1.492 0.4 -0.1 0.1 0.28
C -1.962 -0.005 -1.155 0.9 -0.6 -1.8 -0.63
H 2.387 -1.949 1.640 0.5 -0.2 -0.7 0.37
H 1.910 -3.310 2.725 0.0 0.8 0.0 0.35
C -1.011 -0.154 1.189 0.1 0.5 -3.5 -0.68
H 1.255 -0.417 0.980 -2.3 0.3 0.9 0.18
O 1.375 -0.788 -3.821 0.4 0.0 -0.3 -0.66
H -1.590 1.269 -2.693 0.3 0.4 -0.5 0.27
H -1.472 -1.156 1.026 -0.1 0.8 1.1 0.42
O 2.125 2.031 0.099 -0.3 0.0 0.2 -0.64
N -1.597 0.278 -2.574 -1.6 -0.8 1.3 -0.46
```
Forces are in eV/Å.

Calculated values
SMILES ... CCCCNCN.O.O.O
Energy relative to the best compared isomer or geometry (same formula, charge and spin) ... 220.6 kJ/mol
Multiplicity ... 1
Lowest unoccupied orbital energy ... 0.36 eV
Gap between HOMO and LUMO ... 10.0 eV
Total energy ... -537.64542 hartree


# 2
A molecular structure, C16H30Br12ClFOSi. Source: OMol25; level of theory: ωB97M-V/def2-TZVPD.

```
62
Properties=species:S:1:pos:R:3:forces:R:3:mulliken_charge:R:1
H -1.082 -2.688 -3.562 0.0 0.0 0.0 0.49
Br 3.374 2.975 0.712 0.1 0.0 0.0 0.17
H 5.419 2.799 2.094 0.0 0.0 0.0 0.24
Br 3.436 7.156 -0.509 0.1 0.0 0.1 0.01
H 1.074 0.851 -0.073 0.5 -0.2 0.2 0.18
H -5.137 1.017 0.128 0.0 0.0 0.0 0.27
Br 2.649 -6.026 3.122 0.0 0.0 0.0 -0.02
C 4.121 -5.532 1.991 0.0 0.0 0.0 -0.34
Br 0.502 6.131 0.116 0.0 0.0 0.0 -0.05
C -5.980 0.463 -0.288 0.0 0.0 0.0 -1.22
C 0.518 2.249 -1.328 0.0 -0.1 -0.1 0.04
H -6.240 0.868 -1.271 0.1 0.0 0.1 0.34
C 1.625 7.068 -1.132 0.0 0.0 0.0 -0.33
C -2.860 1.178 -1.807 -0.1 0.0 0.1 -0.58
H -0.911 2.530 -2.916 -0.1 0.1 0.1 0.26
C 4.963 3.633 1.581 0.0 0.0 0.0 -0.30
F -6.815 -1.625 -0.929 -0.2 -0.2 -0.1 -0.37
H 1.168 1.988 -2.173 0.0 0.1 0.1 0.31
H 1.254 8.080 -1.209 0.0 0.0 0.0 0.37
H -2.752 3.169 -0.970 0.1 -0.1 -0.1 0.47
C 0.312 -2.057 0.086 0.0 0.0 -0.1 0.35
O 0.281 1.084 -0.543 -0.5 0.1 -0.3 -0.33
H 4.960 -6.156 2.262 0.0 0.0 0.0 0.35
C -0.835 -2.611 -0.764 0.0 0.0 0.0 -1.36
C -1.456 -1.580 -1.728 0.2 0.0 0.0 1.18
H -1.602 -3.029 -0.097 0.1 0.0 -0.1 0.25
Br 6.246 4.300 0.319 0.0 0.0 -0.1 0.00
H 2.011 -3.262 0.743 -0.2 0.0 0.2 0.08
H -6.839 0.603 0.374 0.1 -0.1 -0.1 0.36
C 6.047 -1.798 5.994 0.0 0.0 0.0 -0.36
Br 3.736 -5.875 0.139 0.0 0.0 0.0 -0.02
Br 4.782 -3.192 6.368 0.0 0.0 0.0 0.02
Cl -2.655 -0.384 1.048 0.0 0.1 0.1 -0.40
C -4.507 -1.367 -1.336 0.0 -0.1 0.0 -0.79
H -3.914 1.454 -1.932 0.2 0.0 0.0 0.45
H -5.511 -1.469 0.565 0.1 0.1 0.0 0.21
C -5.660 -1.013 -0.418 0.1 0.1 0.1 0.43
H 0.894 -2.833 2.057 0.1 0.0 -0.1 0.36
H -0.672 -0.857 -1.999 -0.1 -0.1 0.1 0.16
H -0.450 -3.461 -1.348 -0.1 0.1 0.0 0.37
H -0.054 -1.209 0.669 0.0 -0.1 0.0 0.00
H 0.453 -4.080 0.897 0.1 0.1 0.0 0.38
C -0.827 2.795 -1.856 0.1 -0.1 0.0 -0.74
H -2.422 -1.553 -3.718 0.0 0.0 0.1 0.39
H -1.794 1.990 -0.102 0.0 0.1 0.0 0.35
H -2.468 1.027 -2.823 -0.1 0.0 0.1 0.55
Br 5.333 -0.514 4.753 -0.1 0.0 -0.1 0.00
C -2.083 2.312 -1.102 0.0 0.2 0.0 -0.78
Br 7.720 -2.511 5.375 0.0 0.0 0.0 0.00
H 6.238 -1.276 6.919 0.0 0.0 0.0 0.33
H -0.792 3.886 -1.815 0.1 0.0 0.0 0.26
H 1.051 3.003 -0.736 -0.2 0.0 0.0 -0.20
H 1.067 -1.649 -0.598 -0.1 0.0 0.1 0.27
C -1.932 -2.253 -3.029 0.0 0.1 0.0 -1.78
C 0.958 -3.113 1.003 -0.1 0.0 -0.2 -1.18
H -4.811 -1.142 -2.368 0.1 0.0 0.1 0.42
Si -2.851 -0.527 -1.017 0.1 -0.1 -0.3 -0.19
Br 4.645 -3.709 2.285 0.1 0.1 0.0 0.03
H -2.640 -3.060 -2.823 0.0 0.0 0.0 0.35
Br 1.533 6.294 -2.889 0.0 -0.1 0.0 -0.04
Br 4.520 4.958 2.895 0.0 0.0 0.1 0.00
H -4.336 -2.451 -1.287 -0.1 0.1 0.0 0.30
```
Forces are in eV/Å.

Calculated values
Multiplicity ... 1
Lowest unoccupied orbital energy ... -0.19 eV
Gap between HOMO and LUMO ... 9.5 eV
Total energy ... -32440.62713 hartree